No. 1
This record from the OMol25 dataset describes one molecule with the formula C4H7N3 in a non-equilibrium geometry. The level of theory is wB97M-V/def2-TZVPD.

The geometry in XYZ format:
```
14
Properties=species:S:1:pos:R:3:forces:R:3:nbo_charge:R:1
H 2.60814 -1.59056 -0.68029 -0.07 -0.01 0.04 0.36
N 1.62779 -1.37884 -0.52071 0.11 0.31 0.03 -0.67
C 1.47483 -0.15102 -0.20240 -0.12 -0.20 -0.03 0.34
C 2.61415 0.75384 -0.02577 0.89 0.47 0.22 0.20
N 3.57046 1.37793 0.15832 -0.96 -0.50 -0.23 -0.27
N 0.25465 0.42338 0.00086 0.12 0.04 0.08 -0.58
C -0.94186 -0.40129 0.07258 -0.09 -0.14 -0.02 -0.23
C -2.16756 0.33486 -0.44778 -0.04 0.03 -0.01 -0.61
H 0.23273 1.33277 0.43683 0.04 -0.10 -0.07 0.40
H -0.73566 -1.28834 -0.52910 -0.08 0.10 0.08 0.24
H -1.10324 -0.74391 1.10508 0.03 0.04 -0.16 0.19
H -2.02288 0.64157 -1.48829 -0.01 -0.04 0.15 0.22
H -2.39407 1.22731 0.14755 0.07 -0.12 -0.08 0.20
H -3.04110 -0.32316 -0.40083 0.12 0.11 0.00 0.22
```
Positions in Å, forces in eV/Å.

Calculated values
**LUMO**: 0.8 eV
**Charge**: 0
**Highest occupied orbital energy**: -9.68 eV
**SMILES**: [H]/N=C(\C#N)NCC
**Energy relative to the best compared isomer or geometry (same formula, charge and spin)**: 0.433 eV
**F_max**: 1.111 eV Å⁻¹

No. 2
This record from the OMol25 dataset describes a 8-piece molecular cluster, C11H34O9 overall in a non-equilibrium geometry. The level of theory is wB97M-V/def2-TZVPD.

The geometry in XYZ format:
```
54
Properties=species:S:1:pos:R:3:forces:R:3:nbo_charge:R:1
O -0.20953 1.14412 1.96824 1.44 -0.63 0.98 -0.60
C -0.72036 2.07630 1.44869 -1.16 0.71 -1.32 0.81
C -0.30284 3.55422 1.33911 -2.50 0.21 0.57 -0.52
C -1.42098 4.19809 0.42277 1.13 -1.33 -0.25 -0.44
C -2.44316 3.06193 0.20095 -0.69 -0.14 2.63 -0.07
O -1.90656 1.86486 0.82925 0.23 0.84 -0.10 -0.50
H -0.46925 3.98950 2.34701 0.74 -0.36 -0.39 0.23
H 0.69509 3.69211 0.96700 0.37 -0.02 0.08 0.24
H -1.81995 5.12215 0.81213 -0.21 0.04 0.22 0.22
H -0.94250 4.39660 -0.52478 -0.08 0.25 -0.39 0.23
H -3.43807 3.18301 0.70105 0.81 0.39 -0.41 0.17
H -2.59528 2.78213 -0.79112 -0.12 -0.01 -1.67 0.21
C 1.17562 -0.41642 4.44601 -0.18 -0.36 -0.55 -0.26
O 1.82043 -1.25419 3.44528 0.60 1.57 0.69 -0.76
H 0.26664 0.12491 4.03235 1.40 -0.37 0.36 0.19
H 0.80430 -1.08670 5.23747 0.27 0.42 0.09 0.16
H 1.98621 0.25973 4.81386 -1.00 -0.41 -0.20 0.18
H 1.14784 -1.80526 3.08497 -1.14 -0.75 -0.44 0.49
C 4.28392 -4.07876 0.01110 1.47 -0.26 -1.07 -0.24
O 3.30638 -3.13843 -0.29643 -0.31 1.35 0.03 -0.74
H 3.91631 -5.08527 -0.27739 0.29 0.62 0.08 0.18
H 5.27978 -3.85241 -0.54420 -1.43 -0.55 0.82 0.15
H 4.46470 -4.06158 1.07065 0.38 -0.29 0.61 0.16
H 3.54408 -2.27751 0.12557 -0.59 -0.87 -0.45 0.49
C 3.39259 0.64245 0.64063 1.40 -0.32 -0.07 -0.26
O 2.53601 -0.47164 0.65441 -0.27 0.13 -1.19 -0.76
H 3.67847 0.74740 -0.39965 0.31 0.31 -0.15 0.18
H 2.95887 1.60966 0.97267 0.11 -0.76 0.12 0.18
H 4.29573 0.31027 1.22217 -0.53 1.08 -0.32 0.17
H 2.09417 -0.42239 1.48152 -0.98 -0.50 1.59 0.51
C -2.10500 -1.63962 2.76865 -0.24 1.16 1.24 -0.27
O -0.82792 -2.31105 2.77209 -0.62 -0.04 -0.36 -0.75
H -2.47037 -1.56182 3.82849 0.36 -0.40 -0.76 0.17
H -1.98999 -0.54353 2.48257 -0.14 -1.59 -0.37 0.21
H -2.87675 -2.21693 2.21668 0.58 0.65 0.04 0.18
H -0.87383 -2.99432 2.09343 0.16 0.14 0.15 0.48
C -1.96028 2.30544 -3.52364 -0.15 -0.67 0.30 -0.25
O -1.10096 2.26354 -2.39462 -0.39 1.20 -0.02 -0.77
H -1.68341 3.11330 -4.19967 0.02 0.06 0.02 0.17
H -1.94552 1.35302 -4.05894 0.01 0.10 -0.12 0.18
H -2.99379 2.44182 -3.17423 0.16 0.16 -0.15 0.16
H -0.60873 1.45771 -2.33352 0.54 -0.94 0.02 0.50
C -0.73944 -1.06942 -1.18318 -0.30 0.60 0.69 -0.25
O 0.30878 -0.11731 -1.27090 0.85 -0.03 -0.59 -0.78
H -0.95235 -1.65969 -2.08706 0.35 0.47 -0.17 0.16
H -0.52945 -1.81299 -0.40089 -0.31 0.39 0.12 0.17
H -1.59894 -0.39526 -0.95827 0.09 -1.16 0.08 0.19
H 1.15796 -0.39892 -0.86755 -0.75 -0.12 -0.06 0.51
C -1.64663 -1.83325 -5.05427 1.70 -0.01 -0.63 -0.25
O -2.78830 -1.32077 -4.46492 -1.76 -0.73 1.05 -0.72
H -1.80580 -2.21554 -6.09818 0.11 0.21 0.89 0.16
H -0.91304 -1.00612 -5.07413 -0.29 -0.29 -0.36 0.18
H -1.15364 -2.58285 -4.41727 -0.23 -0.18 -0.34 0.16
H -3.28125 -2.06433 -4.04193 0.50 1.03 -0.59 0.47
```
Positions in Å, forces in eV/Å.

Calculated values
**LUMO**: 0.7 eV
**Charge**: 0
**Highest occupied orbital energy**: -9.73 eV
**SMILES**: O=C1CCCO1.CO.CO.CO.CO.CO.CO.CO
**Energy relative to the best compared isomer or geometry (same formula, charge and spin)**: 1.026 eV
**F_max**: 2.727 eV Å⁻¹

No. 3
This record from the OMol25 dataset describes a 2-piece molecular cluster, C4H11NO2 overall in a non-equilibrium geometry. The level of theory is wB97M-V/def2-TZVPD.

The geometry in XYZ format:
```
18
Properties=species:S:1:pos:R:3:forces:R:3:nbo_charge:R:1
C 1.76564 1.52718 -2.38787 -0.19 1.37 1.58 -0.62
C 1.76199 0.51616 -1.23566 0.23 -1.31 -0.63 -0.40
C 0.34213 0.04540 -0.90412 -0.55 -0.69 -0.31 -0.42
C 0.30022 -0.75497 0.41192 -0.99 3.00 -0.60 0.68
N -0.15164 -0.05649 1.48944 -0.79 -1.31 2.05 -0.70
O 0.67689 -1.88272 0.52013 0.97 -1.65 0.07 -0.08
H 0.77336 1.64387 -2.80732 0.17 -0.53 -0.98 0.22
H 1.89554 2.52044 -1.95080 0.07 0.06 0.20 0.23
H 2.63898 1.44718 -3.02232 -0.38 -0.53 -0.58 0.25
H 2.33380 0.86758 -0.38585 -0.13 0.14 0.30 0.23
H 2.21903 -0.42246 -1.56485 0.45 0.24 0.04 0.22
H -0.01219 -0.67742 -1.64222 0.13 0.26 -0.31 0.26
H -0.40766 0.83393 -0.81593 0.10 0.07 0.32 0.26
H -1.13236 0.24057 1.52290 0.21 0.95 -1.00 0.45
H -0.13190 -0.62662 2.34474 0.64 0.06 -0.07 0.42
H -3.43469 -0.33047 1.48563 -0.37 -0.27 -0.04 0.45
H -4.43007 0.81412 1.36500 -0.01 0.02 0.12 0.49
O -3.79988 0.41086 1.97497 0.46 0.10 -0.18 -0.93
```
Positions in Å, forces in eV/Å.

Calculated values
**LUMO (alpha / beta)**: -4.6 / -9.5 eV
**Spin multiplicity**: 2
**<S²>**: 0.76
**Charge**: +1
**Highest occupied orbital energy (alpha / beta)**: -15.28 / -15.28 eV
**Energy relative to the best compared isomer or geometry (same formula, charge and spin)**: 1.210 eV
**F_max**: 3.219 eV Å⁻¹

No. 4
This record from the OMol25 dataset describes a 2-piece molecular cluster, CH2N2S2 overall in a non-equilibrium geometry. The level of theory is wB97M-V/def2-TZVPD.

The geometry in XYZ format:
```
7
Properties=species:S:1:pos:R:3:forces:R:3:nbo_charge:R:1
C 2.91755 -0.34120 -0.69842 0.30 0.59 0.95 0.07
N 2.33937 -0.49042 0.28316 -0.11 -0.28 -0.58 -0.30
N -2.76366 -0.43728 -0.10313 -0.83 -2.43 -0.46 -0.95
S -1.22408 -0.47662 0.50042 0.56 0.73 0.34 0.30
S -3.98512 0.65900 -0.06042 -0.11 1.19 0.27 0.27
H 3.62653 0.01455 -1.41434 -0.22 -0.31 -0.36 0.23
H -3.15344 -1.38168 -0.20446 0.42 0.51 -0.16 0.39
```
Positions in Å, forces in eV/Å.

Calculated values
**LUMO (alpha / beta)**: 0.8 / -2.6 eV
**Spin multiplicity**: 3
**<S²>**: 2.01
**Charge**: 0
**Highest occupied orbital energy (alpha / beta)**: -8.32 / -9.24 eV
**Energy relative to the best compared isomer or geometry (same formula, charge and spin)**: 1.047 eV
**F_max**: 2.607 eV Å⁻¹